This record from the Open Molecules 2025 dataset describes CrH8O8P as an isolated structure in a non-equilibrium geometry. The level of theory is ωB97M-V with the def2-TZVPD basis set.

ORCA input file:
```
! wB97M-V def2-TZVPD RIJCOSX def2/J DEFGRID3
* xyz 0 4
Cr -1.68948 -24.21819 8.63134
P -3.63840 -24.33249 9.89080
O -4.93695 -24.59015 10.63672
O -2.82146 -23.04601 9.78066
O -3.63157 -24.59451 8.35857
O -2.40514 -25.22563 10.08297
O -1.90462 -23.29105 6.66395
H -1.25829 -22.75708 6.20201
H -2.74238 -23.04828 6.26968
O -0.38907 -22.54934 8.95030
H -0.43372 -21.75375 8.41996
H 0.29947 -22.37221 9.59120
O -1.26245 -25.78844 7.28606
H -0.89083 -25.63310 6.41773
H -1.58785 -26.68793 7.25043
O 0.17208 -24.92810 9.39841
H 0.94426 -24.45097 9.09460
H 0.52246 -25.73117 9.78383
*
```

Properties
⟨S²⟩: 3.83
Relative energy (zero: lowest compared OMol25 entry of this formula, charge and spin) (kcal/mol): 20.99
Calculated total energy (eV): -54222.172
LUMO energy (spin up / spin down) (hartree): -0.0385 / -0.0389
Orbital gap (spin up / spin down) (eV): 6.752 / 6.752

This record from the Open Molecules 2025 dataset describes the molecule C4H11NO2 in a non-equilibrium geometry. The level of theory is ωB97M-V with the def2-TZVPD basis set.

ORCA input file:
```
! wB97M-V def2-TZVPD RIJCOSX def2/J DEFGRID3
* xyz 0 1
C 0.30060 1.97681 -0.19736
C 0.45010 0.71317 0.63303
O -0.59167 0.71196 1.61709
C 0.47843 -0.65274 -0.13015
N 0.64760 -1.83669 0.70225
C -0.81709 -0.79891 -0.95666
O -0.87778 -1.88219 -1.87174
H 0.55711 2.90136 0.33015
H 0.82953 1.94526 -1.16163
H -0.74813 1.99026 -0.53233
H 1.45497 0.64612 1.14928
H -0.65330 1.63183 1.89602
H 1.35363 -0.49829 -0.76894
H 1.05412 -1.59649 1.60442
H -0.31175 -2.07676 0.95521
H -0.81105 0.06887 -1.63541
H -1.65148 -0.59911 -0.30406
H -0.66385 -2.64446 -1.32916
*
```

Properties
Relative energy (zero: lowest compared OMol25 entry of this formula, charge and spin) (kcal/mol): 35.64
Calculated total energy (eV): -9910.696
LUMO energy (hartree): 0.0289
Orbital gap (eV): 10.523

This record from the Open Molecules 2025 dataset describes the molecule C7H14N2O3 in a non-equilibrium geometry. The level of theory is ωB97M-V with the def2-TZVPD basis set.

ORCA input file:
```
! wB97M-V def2-TZVPD RIJCOSX def2/J DEFGRID3
* xyz 0 1
C 2.79591 -0.44537 -1.19192
C 1.88039 -1.08517 -0.20820
C 1.72806 -0.56901 1.26910
C 0.36518 0.02081 1.50110
N 0.03986 1.09545 0.52024
C -1.24211 1.71399 0.37048
O -2.00902 0.95783 -0.63313
C -2.86509 0.05994 -0.15991
C -3.17351 -1.07368 -1.16303
O -3.35003 0.17738 0.91798
N 1.07119 1.67124 -0.12988
O 0.93881 2.62670 -0.78527
H 2.78896 -1.12267 -2.03943
H 2.32381 0.52362 -1.62761
H 3.81222 -0.25122 -0.78515
H 2.08981 -2.16255 0.03366
H 0.87995 -0.95671 -0.61583
H 2.50123 0.22116 1.33365
H 2.04804 -1.40826 1.97913
H 0.23996 0.42352 2.61196
H -0.40044 -0.78446 1.40066
H -1.18235 2.69921 0.08388
H -1.73705 1.56726 1.31742
H -2.31963 -1.73838 -1.07867
H -3.19513 -0.54050 -2.10206
H -4.02900 -1.62009 -0.81916
*
```

Properties
Relative energy (zero: lowest compared OMol25 entry of this formula, charge and spin) (kcal/mol): 103.07
Calculated total energy (eV): -16605.511
LUMO energy (hartree): 0.0291
Orbital gap (eV): 9.808

This record from the Open Molecules 2025 dataset describes the molecule C9H10N4O2 in a non-equilibrium geometry. The level of theory is ωB97M-V with the def2-TZVPD basis set.

ORCA input file:
```
! wB97M-V def2-TZVPD RIJCOSX def2/J DEFGRID3
* xyz 0 1
N 1.38564 -3.24876 0.71469
C 1.03559 -2.40595 0.02370
C 0.58181 -1.21718 -0.51806
N -0.42397 -0.52781 0.15191
C -0.05124 0.39901 1.05788
C -0.96777 1.04723 1.81143
C -2.31870 0.56848 1.71465
N -3.28297 1.13524 2.36095
N -2.59745 -0.40521 0.85862
C -1.71646 -0.98246 0.07079
O -1.89185 -1.91433 -0.70187
C 0.35814 -1.02128 -2.17914
C 1.58873 -0.45393 -1.41657
C 1.98582 1.13884 -1.26762
O 3.37331 1.17909 -0.84591
H 1.05484 0.44010 1.10806
H -0.62816 1.69049 2.57478
H -3.09942 1.62042 3.21247
H -4.19564 0.79551 2.22341
H -0.43555 -0.41358 -2.38896
H 0.66733 -1.68776 -2.94523
H 2.53374 -0.86279 -1.65541
H 1.43749 1.62618 -0.46134
H 1.74739 1.55660 -2.28563
H 3.85933 1.94385 -1.21761
*
```

Properties
Relative energy (zero: lowest compared OMol25 entry of this formula, charge and spin) (kcal/mol): 45.46
Calculated total energy (eV): -19548.052
LUMO energy (hartree): 0.0184
Orbital gap (eV): 9.625

This record from the Open Molecules 2025 dataset describes C24H25BF6FeN2O5S as an isolated structure. The level of theory is ωB97M-V with the def2-TZVPD basis set.

ORCA input file:
```
! wB97M-V def2-TZVPD RIJCOSX def2/J DEFGRID3
* xyz 1 6
Fe -0.24382 0.00955 1.80978
O 3.06603 -2.14290 3.08828
C 1.85940 -1.79659 2.75025
O 1.19527 -0.91843 3.28880
C 1.26168 -2.58016 1.62153
C 1.71768 -3.75481 1.06824
C 0.94016 -4.33543 0.06553
C -0.23637 -3.73333 -0.34698
C -0.59293 -2.53431 0.25272
N 0.14434 -2.00120 1.20330
C -1.79124 -1.66151 0.00057
O -2.75208 -2.02246 -0.80050
O -1.90735 -0.62401 0.65374
H 3.44928 -1.45858 3.66625
H 2.63949 -4.20508 1.40762
H 1.26201 -5.25792 -0.39800
H -0.82542 -4.17303 -1.13984
H -2.45972 -2.70247 -1.42443
F -0.08947 4.36677 -1.37421
C -0.50063 3.79908 -0.22949
C 0.04795 2.58660 0.14464
C -0.41063 1.99649 1.30519
C -1.34014 2.64187 2.12884
C -1.85915 3.85893 1.68966
F -2.78491 4.50150 2.42200
C -1.46763 4.44883 0.50942
C -1.64956 2.01179 3.41471
C -2.26691 2.62312 4.50150
C -2.41697 1.91439 5.67885
C -1.94879 0.60982 5.76787
C -1.33721 0.06631 4.66286
N -1.19525 0.74765 3.51890
H 0.85002 2.16072 -0.43553
H -1.88615 5.39176 0.18845
H -2.60875 3.64132 4.41840
H -2.88950 2.38294 6.53185
H -2.04662 0.02809 6.67253
H -0.93631 -0.93904 4.67997
C -1.81472 -0.71035 -4.91291
C -1.15863 0.62281 -4.56955
C -1.20278 0.97630 -3.08531
S -0.09067 0.08512 -1.97779
O -0.36938 -1.39152 -2.13912
C 1.51144 0.46694 -2.76394
C 2.07412 -0.70029 -3.57546
C 2.71775 -1.78532 -2.72046
H -1.85295 -0.84929 -5.99327
H -2.84219 -0.74186 -4.54236
H -1.27187 -1.54729 -4.47685
H -1.66699 1.42877 -5.10386
H -0.12880 0.64422 -4.93270
H -2.19695 0.79572 -2.66644
H -0.96806 2.03025 -2.90788
H 2.19047 0.74089 -1.95363
H 1.34832 1.34728 -3.38586
H 2.81925 -0.28160 -4.25550
H 1.28682 -1.12540 -4.20120
H 3.48090 -1.36378 -2.06549
H 3.18915 -2.53745 -3.35383
H 1.97266 -2.28325 -2.09913
F 3.05551 1.97743 0.49942
B 3.09675 0.69258 0.94491
F 1.62054 0.18333 0.88510
F 3.75704 -0.17750 0.11516
F 3.45346 0.55693 2.27467
*
```

Properties
⟨S²⟩: 8.76
Relative energy (zero: lowest compared OMol25 entry of this formula, charge and spin) (kcal/mol): 19.73
Calculated total energy (eV): -100716.389
LUMO energy (spin up / spin down) (hartree): -0.1440 / -0.1737
Orbital gap (spin up / spin down) (eV): 7.544 / 6.728

This record from the Open Molecules 2025 dataset describes C15H49O12Ti as an isolated structure in a non-equilibrium geometry. The level of theory is ωB97M-V with the def2-TZVPD basis set.

ORCA input file:
```
! wB97M-V def2-TZVPD RIJCOSX def2/J DEFGRID3
* xyz 0 4
Ti 3.78883 -0.41986 1.88925
C 0.42380 0.12238 -0.54888
C 1.63358 -0.20402 0.25974
O 1.51225 -0.72808 1.41371
O 2.78161 0.06353 -0.16587
H 0.21029 -0.66243 -1.27375
H 0.59008 1.05884 -1.08343
H -0.44602 0.29246 0.08433
C 0.96086 3.63143 1.01758
O 0.18364 4.58066 1.72351
H 2.01492 3.91588 0.95526
H 0.85857 2.67564 1.53565
H 0.60365 3.46919 -0.00817
H 0.01480 5.33060 1.14744
C 3.66443 -1.21594 -3.32728
O 3.97763 -2.22401 -4.27719
H 2.65181 -0.80959 -3.46512
H 3.80555 -1.57442 -2.30598
H 4.26990 -0.32254 -3.50144
H 3.14149 -2.64781 -4.50553
C 0.19634 -2.71065 -4.09102
O 1.29857 -2.95135 -4.96462
H -0.05243 -1.64347 -4.05510
H -0.69755 -3.25515 -4.40364
H 0.49449 -3.03176 -3.09723
H 1.08836 -2.61400 -5.83989
C 0.54924 2.38600 -3.58504
O 0.37225 3.72295 -3.09840
H -0.19991 1.75395 -3.10801
H 0.40177 2.33942 -4.66475
H 1.53062 2.00818 -3.28394
H 1.19513 4.19722 -3.24461
C -1.95563 -2.81739 1.21447
O -3.36430 -2.83778 1.08009
H -1.54445 -3.82487 1.29529
H -1.48547 -2.31268 0.35831
H -1.69700 -2.25875 2.10599
H -3.59543 -3.35083 0.30297
C -2.99025 -0.53485 -2.38741
O -4.10080 -1.08250 -1.69859
H -3.34276 0.37211 -2.87712
H -2.17419 -0.29479 -1.70286
H -2.64819 -1.19136 -3.19583
H -3.95460 -2.00558 -1.48326
C 3.59760 2.98102 -1.35917
O 3.96378 1.85338 -2.12916
H 3.68072 2.76518 -0.28866
H 4.29836 3.78298 -1.58754
H 2.57153 3.30941 -1.56110
H 3.64071 1.05842 -1.68481
C 0.45312 -4.36790 4.43861
C 1.40985 -3.46511 3.67772
O 0.97876 -3.36168 2.31780
H -0.54060 -3.91894 4.43799
H 0.80041 -4.52661 5.45992
H 0.38612 -5.33252 3.93596
H 2.40584 -3.92014 3.71326
H 1.43839 -2.48344 4.15974
H 0.95932 -2.42358 2.08929
C -1.93973 0.79919 4.65901
C -1.15857 -0.05874 3.71031
O 0.12503 0.54028 3.49429
H -1.56261 0.69120 5.67460
H -2.99584 0.50861 4.64373
H -1.95678 1.84841 4.36927
H -1.68929 -0.13270 2.75423
H -1.03105 -1.07394 4.10397
H 0.51718 0.13685 2.70727
C -2.72134 2.61098 -0.01604
C -3.05785 2.47402 1.46447
O -4.44316 2.68116 1.71487
H -1.76465 2.13929 -0.24849
H -2.62980 3.66726 -0.27234
H -3.49991 2.16037 -0.63156
H -2.49611 3.19492 2.05376
H -2.78392 1.47297 1.82074
H -4.92101 1.99542 1.23839
*
```

Properties
⟨S²⟩: 3.75
Calculated total energy (eV): -64029.384
LUMO energy (spin up / spin down) (hartree): -0.0183 / -0.0206
Orbital gap (spin up / spin down) (eV): 6.744 / 9.381